Density functional theory data (ωB97M-V/def2-TZVPD) for C23H31MnN6O2S as an isolated structure in a non-equilibrium geometry.

Each line ends with the Mulliken spin population.
Positions of all 64 atoms, in Å:
Mn: -0.4707 -0.1426 0.6639  3.70
C: -2.6416 0.6155 4.2204  0.00
C: -3.9318 0.1981 3.9076  0.01
C: -4.1909 -0.3114 2.6468  0.00
C: -3.1498 -0.4023 1.7221  0.00
N: -1.8933 -0.0340 2.0561  -0.09
C: -1.6554 0.4813 3.2609  0.02
C: -3.2558 -0.8302 0.3296  0.02
C: -4.4189 -1.3116 -0.2697  -0.02
C: -4.4091 -1.6948 -1.5988  0.03
C: -3.2455 -1.5857 -2.3450  -0.03
C: -2.0772 -1.1084 -1.7593  0.02
C: -2.0694 -0.7249 -0.4310  -0.41
H: -2.4111 1.0429 5.1831  0.00
H: -4.7231 0.2832 4.6386  0.00
H: -5.1903 -0.6176 2.3761  0.00
H: -0.6425 0.8064 3.4646  0.00
H: -5.3255 -1.3940 0.3095  0.00
H: -5.3030 -2.0940 -2.0538  0.00
H: -3.2305 -1.8817 -3.3824  0.00
H: -1.1848 -1.0483 -2.3615  -0.01
N: -0.6023 5.3196 -0.3162  0.00
C: -1.3206 4.1865 0.3052  0.00
C: -0.4071 2.9365 0.0638  0.01
O: 0.5913 3.1325 -0.6203  0.01
O: -0.7618 1.8492 0.5869  0.01
H: -1.0944 5.7470 -1.1074  0.00
H: 0.2839 4.8407 -0.6760  0.00
H: -0.3629 6.0626 0.3486  0.00
H: -2.2841 4.0087 -0.1713  0.00
H: -1.4921 4.3372 1.3704  0.00
S: -0.5681 -2.7097 1.2028  -0.32
C: 0.6028 -2.3670 2.3600  0.03
N: 1.1048 -3.3399 3.1698  -0.01
C: 2.0191 -3.0653 4.1119  0.00
C: 2.4604 -1.7693 4.2575  0.00
C: 1.9307 -0.8029 3.3890  0.01
N: 1.0317 -1.0900 2.4666  0.01
H: 0.7559 -4.2884 3.0289  0.00
H: 2.3762 -3.8823 4.7236  0.00
H: 3.1904 -1.5103 5.0063  0.00
H: 2.2504 0.2285 3.4521  0.00
C: 4.2211 -1.1380 -3.6120  0.00
C: 2.7104 -1.0199 -3.8152  0.00
N: 2.0712 -0.2138 -2.7814  0.02
C: 2.1612 1.2311 -2.9567  0.00
C: 3.2856 1.8935 -2.1612  0.00
C: 1.4253 -0.7662 -1.7583  0.01
C: 1.2888 -2.2548 -1.7131  0.01
N: 0.8728 -0.0602 -0.7792  -0.02
H: 4.5977 -1.8976 -4.2901  0.00
H: 4.4611 -1.4350 -2.5942  0.00
H: 4.7332 -0.2086 -3.8377  0.00
H: 2.2838 -2.0198 -3.8356  0.00
H: 2.5094 -0.5552 -4.7830  0.00
H: 1.2014 1.6879 -2.6947  0.00
H: 2.3378 1.4206 -4.0157  0.00
H: 3.1559 1.7927 -1.0865  0.00
H: 3.2909 2.9512 -2.4087  0.00
H: 4.2526 1.4850 -2.4331  0.00
H: 0.8248 -2.6345 -2.6214  0.00
H: 0.6620 -2.5348 -0.8697  -0.01
H: 2.2610 -2.7326 -1.6073  0.00
H: 1.1082 0.9393 -0.8748  0.01

Computed properties:
total energy	-2922.388045	Eh
gap between HOMO and LUMO (spin up / spin down)	5.74 / 7.63	eV
strongest force on any atom	0.029	hartree/bohr
E_LUMO (spin up / spin down)	-10.92 / -9.07	eV
relative energy (zero: lowest compared OMol25 entry of this formula, charge and spin)	0.0	kcal/mol
expectation value of S²	4.21
multiplicity	4
net charge	+3
highest occupied orbital energy (spin up / spin down)	-16.65 / -16.71	eV